Arrangement P

A structure of composition C3H6O2. Source: the Open Molecules 2025 dataset; level of theory: ωB97M-V/def2-TZVPD.

Geometry (Å):
O -0.978 -1.196 -0.550
C -0.095 -0.111 -0.884
C -0.071 1.031 0.102
C 0.772 0.079 0.792
O 0.251 -0.923 1.488
H -1.357 -0.492 -1.281
H 0.727 -0.368 -1.530
H -1.037 1.257 0.544
H 0.448 1.899 -0.291
H 1.861 0.123 0.741
H -0.495 -1.277 0.863

Values from the calculation:
Orbital gap   0.3302 Eh
Total charge   0



Arrangement Q

An isolated molecule of C3H6O2. Source: the Open Molecules 2025 dataset; level of theory: ωB97M-V/def2-TZVPD.

Geometry (Å):
O -0.143 1.241 1.337
C -0.134 -0.126 1.020
C -0.655 -0.465 -0.387
O 0.421 -1.005 -1.173
C 1.378 -0.230 -1.578
H 0.498 1.638 0.747
H -0.818 -0.539 1.741
H -1.376 -1.278 -0.340
H -1.068 0.429 -0.876
H 0.867 -0.561 1.167
H 0.968 0.816 -1.475

Values from the calculation:
Orbital gap   0.3387 Eh
Total charge   0



Arrangement R

An isolated molecule of C3H6O2. Source: the Open Molecules 2025 dataset; level of theory: ωB97M-V/def2-TZVPD.

Geometry (Å):
C -1.248 -0.556 0.331
C -0.341 0.478 -0.284
C 1.130 0.695 -0.015
O -0.709 -1.400 -0.650
O -0.911 1.224 -1.201
H -1.137 -0.956 1.287
H -2.329 -0.225 0.048
H 1.480 1.062 -0.931
H 1.594 -0.325 0.300
H 1.109 1.456 0.856
H -1.860 1.041 -1.192

Values from the calculation:
Orbital gap   0.3577 Eh
Total charge   0



Energies, relative to the best one, in kJ/mol: arrangement P 136.4; arrangement Q 107.9; arrangement R 0.0.



Arrangement P

An isolated molecule of C3H6O2. Source: the Open Molecules 2025 dataset; level of theory: ωB97M-V/def2-TZVPD.

Geometry (Å):
C 0.880 -1.251 0.337
C -0.037 -1.031 -0.600
O -0.594 0.155 -0.980
C -0.243 1.313 -0.257
O -0.497 1.197 1.108
H 1.307 -0.464 0.946
H 1.193 -2.272 0.528
H -0.481 -1.832 -1.182
H -1.330 0.713 1.203
H 0.826 1.539 -0.358
H -0.841 2.106 -0.724

Values from the calculation:
Orbital gap   0.3732 Eh
Structure (SMILES)   C=COCO
Total charge   0



Arrangement Q

A cluster of 2 separate species, C3H6O2 in total. Source: the Open Molecules 2025 dataset; level of theory: ωB97M-V/def2-TZVPD.

Geometry (Å):
C 1.496 -0.570 -0.256
C 0.411 0.264 0.223
C -0.912 0.760 -0.336
O 1.687 0.794 0.121
O -1.984 0.022 0.134
H 1.894 -1.326 0.472
H 1.906 -0.864 -1.265
H 0.191 -0.022 1.680
H -0.935 0.634 -1.471
H -1.140 1.890 -0.214
H -1.992 0.078 1.045

Values from the calculation:
Orbital gap   0.4067 Eh
Total charge   0



Energies, relative to the best one, in kJ/mol: arrangement P 0.0; arrangement Q 234.0.



Arrangement P

An isolated molecule of C3H6O2. Source: the Open Molecules 2025 dataset; level of theory: ωB97M-V/def2-TZVPD.

Geometry (Å):
C 1.212 0.500 -0.304
C 0.430 -0.472 0.517
C -1.785 -0.216 -0.231
H 2.047 0.892 0.280
H 1.566 0.076 -1.259
H 0.614 1.363 -0.573
H 1.039 -1.314 0.760
H 0.038 0.006 1.433
H -2.619 -0.717 -0.722
O -0.715 -1.003 -0.162
O -1.826 0.887 0.260

Values from the calculation:
Orbital gap   0.4310 Eh
Structure (SMILES)   CCOC=O
Total charge   0



Arrangement Q

A cluster of 2 separate species, C3H6O2 in total. Source: the Open Molecules 2025 dataset; level of theory: ωB97M-V/def2-TZVPD.

Geometry (Å):
O 1.768 1.645 -0.230
C -1.164 0.619 0.378
C -1.233 -0.661 0.009
C -0.009 -1.482 -0.076
O 0.014 -2.656 -0.364
H 2.440 1.226 0.321
H -2.051 1.241 0.454
H -0.206 1.095 0.586
H 1.677 1.059 -0.992
H -2.169 -1.157 -0.236
H 0.931 -0.929 0.151

Values from the calculation:
Orbital gap   0.3792 Eh
Structure (SMILES)   C=CC=O.O
Total charge   0



Energies, relative to the best one, in kJ/mol: arrangement P 0.0; arrangement Q 100.4.



Arrangement P

An isolated molecule of C3H6O2. Source: the Open Molecules 2025 dataset; level of theory: ωB97M-V/def2-TZVPD.

Geometry (Å):
C 0.087 -0.181 -1.511
C 0.564 0.105 -0.089
O 1.353 -0.774 0.179
C -0.235 0.700 1.112
O -0.824 -0.448 1.701
H 0.853 0.080 -2.246
H -0.840 0.334 -1.667
H -0.088 -1.271 -1.622
H -1.041 1.377 0.815
H 0.398 1.231 1.845
H -0.218 -1.174 1.489

Values from the calculation:
Orbital gap   0.3779 Eh
Structure (SMILES)   CC(=O)CO
Total charge   0



Arrangement Q

An isolated molecule of C3H6O2. Source: the Open Molecules 2025 dataset; level of theory: ωB97M-V/def2-TZVPD.

Geometry (Å):
C 1.645 -0.450 -0.612
C 0.246 -0.058 0.089
O 0.417 0.237 1.246
C -1.349 0.162 -0.095
O -1.983 1.031 0.842
H 1.977 0.289 -1.350
H 1.723 -1.435 -1.084
H 2.390 -0.423 0.213
H -1.747 -0.849 0.021
H -1.543 0.654 -1.031
H -1.764 0.848 1.773

Values from the calculation:
Orbital gap   0.3800 Eh
Structure (SMILES)   CC(=O)CO
Total charge   0



Arrangement R

An isolated molecule of C3H6O2. Source: the Open Molecules 2025 dataset; level of theory: ωB97M-V/def2-TZVPD.

Geometry (Å):
C 1.503 0.075 -0.178
C 0.061 0.520 -0.264
O -0.144 1.638 0.163
C -1.173 -0.414 -0.323
O -1.447 -0.590 1.059
H 2.148 0.671 -0.838
H 1.595 -0.992 -0.342
H 1.819 0.313 0.849
H -1.017 -1.409 -0.748
H -2.029 0.043 -0.846
H -1.222 0.262 1.467

Values from the calculation:
Orbital gap   0.3910 Eh
Structure (SMILES)   CC(=O)CO
Total charge   0



Arrangement S

A cluster of 2 separate species, C3H6O2 in total. Source: the Open Molecules 2025 dataset; level of theory: ωB97M-V/def2-TZVPD.

Geometry (Å):
O -0.582 1.233 -1.568
C -0.501 0.908 -2.727
H 0.491 0.951 -3.201
H -1.423 0.614 -3.249
C 0.725 -1.001 2.309
C 0.387 -0.450 1.158
O -0.881 -0.031 0.866
H 1.590 -1.654 2.352
H 0.014 -1.145 3.114
H 1.077 -0.325 0.328
H -0.896 0.899 0.619

Values from the calculation:
Orbital gap   0.3586 Eh
Structure (SMILES)   C=CO.C=O
Total charge   0



Energies, relative to the best one, in kJ/mol: arrangement P 45.6; arrangement Q 74.4; arrangement R 0.0; arrangement S 114.8.



Arrangement P

The ion C3H5N2 with charge +1. Source: the Open Molecules 2025 dataset; level of theory: ωB97M-V/def2-TZVPD.

Geometry (Å):
C 1.826 0.340 0.044
C -0.060 -0.965 0.010
C -0.542 0.439 0.054
N 0.767 1.196 -0.036
N 1.256 -0.924 0.040
H -1.120 0.717 0.946
H -0.713 -1.734 -0.107
H -1.161 0.622 -0.915
H 0.655 2.255 0.062
H 1.924 -1.734 -0.078

Values from the calculation:
Expectation value of S²   2.02
Orbital gap (alpha / beta)   0.3017 / 0.3211 Eh
Spin multiplicity   3
Total charge   +1



Arrangement Q

The ion C3H5N2 with charge +1. Source: the Open Molecules 2025 dataset; level of theory: ωB97M-V/def2-TZVPD.

Geometry (Å):
C -2.059 1.757 0.814
C -1.053 1.276 0.381
C 0.756 -0.598 0.266
N 1.338 -1.544 -0.495
N 0.100 0.419 -0.270
H -2.979 2.253 0.847
H 0.599 -0.605 1.346
H 1.997 -2.196 -0.177
H 1.368 -1.171 -1.429
H -0.067 0.408 -1.284

Values from the calculation:
Expectation value of S²   2.02
Orbital gap (alpha / beta)   0.2671 / 0.2448 Eh
Spin multiplicity   3
Total charge   +1



Energies, relative to the best one, in kJ/mol: arrangement P 0.0; arrangement Q 309.1.



Arrangement P

An isolated molecule of C4H4O3. Source: the Open Molecules 2025 dataset; level of theory: ωB97M-V/def2-TZVPD.

Geometry (Å):
O 1.091 0.605 1.590
C 1.232 -0.161 0.644
C 0.096 -0.089 -0.303
C -0.268 0.759 -1.457
O -0.053 -0.650 -1.583
C -0.765 -0.588 0.872
O -0.714 -0.131 1.997
H 1.963 -0.980 0.653
H -1.299 1.089 -1.608
H 0.496 1.389 -1.922
H -1.441 -1.401 0.665

Values from the calculation:
Orbital gap   0.3249 Eh
Structure (SMILES)   O=CC1(C=O)CO1
Total charge   0



Arrangement Q

An isolated molecule of C4H4O3. Source: the Open Molecules 2025 dataset; level of theory: ωB97M-V/def2-TZVPD.

Geometry (Å):
O 1.754 1.597 -1.037
C 1.153 0.898 -0.283
O 1.120 1.028 1.073
C 0.283 -0.138 1.267
C 0.087 -0.238 -0.222
C -1.155 -0.377 -0.989
O -0.215 -1.445 -0.854
H -0.606 0.066 1.861
H 0.879 -0.954 1.683
H -1.170 0.019 -2.001
H -2.131 -0.457 -0.498

Values from the calculation:
Orbital gap   0.4191 Eh
Structure (SMILES)   O=C1OC[C@@]12CO2
Total charge   0



Arrangement R

An isolated molecule of C4H4O3. Source: the Open Molecules 2025 dataset; level of theory: ωB97M-V/def2-TZVPD.

Geometry (Å):
C 0.783 -0.391 -0.201
C 0.167 0.747 0.565
C -0.772 -0.950 -0.678
C -0.705 1.659 0.813
O 1.380 -1.368 0.598
O 1.345 0.023 -1.256
O -1.798 -0.427 -0.966
H 2.306 -1.404 0.319
H -0.546 -1.993 -0.972
H -0.773 2.162 1.771
H -1.385 1.942 0.006

Values from the calculation:
Orbital gap (alpha / beta)   0.2675 / 0.2683 Eh
Total charge   0



Arrangement S

An isolated molecule of C4H4O3. Source: the Open Molecules 2025 dataset; level of theory: ωB97M-V/def2-TZVPD.

Geometry (Å):
O 1.282 -1.765 -1.070
C 1.062 -0.808 -0.398
O 1.889 0.234 -0.080
C 0.850 0.967 0.620
C -0.178 -0.141 0.151
C -1.532 -0.309 -0.445
O -1.241 -0.558 0.944
H 0.773 1.996 0.265
H 1.095 0.980 1.704
H -2.002 -1.214 -0.914
H -1.998 0.618 -0.775

Values from the calculation:
Orbital gap   0.4154 Eh
Structure (SMILES)   O=C1OC[C@@]12CO2
Total charge   0



Energies, relative to the best one, in kJ/mol: arrangement P 243.2; arrangement Q 0.0; arrangement R 320.6; arrangement S 40.6.